{"formula": "C6H16F6N3O2P", "method": "ωB97M-V/def2-TZVPD", "lumo_ev": -1.823, "e_homo_ev": -9.77, "gap_ev": 7.946, "symbols": ["P", "F", "F", "F", "F", "F", "F", "O", "O", "N", "N", "N", "C", "C", "C", "C", "C", "C", "H", "H", "H", "H", "H", "H", "H", "H", "H", "H", "H", "H", "H", "H", "H", "H"], "xyz": [[2.076, -3.634, -0.778], [0.532, -3.434, -0.369], [2.134, -2.944, 0.694], [1.625, -3.356, -2.310], [3.410, -4.442, -0.344], [3.056, -2.438, -1.278], [1.702, -5.187, -1.039], [-1.730, 1.312, -1.747], [2.588, 1.710, -0.353], [2.420, 2.490, 0.761], [1.049, 0.598, 1.762], [0.700, 2.827, 2.432], [1.396, 1.989, 1.638], [-0.695, -0.878, 0.562], [-1.802, -0.124, -1.673], [-0.386, 0.516, 1.247], [-2.090, -0.708, -0.220], [-2.969, 1.940, -1.376], [-0.844, -1.653, 1.383], [1.591, 0.032, 1.095], [0.140, -1.257, -0.119], [-0.488, 1.342, 0.461], [3.441, 1.238, -0.263], [0.336, 3.709, 2.062], [0.479, 2.528, 3.390], [-3.155, 2.782, -2.123], [-0.770, -0.508, -1.975], [-1.153, 0.779, 2.049], [-2.526, -0.563, -2.425], [-2.903, 2.464, -0.357], [-2.740, -0.055, 0.436], [2.063, 3.396, 0.406], [-3.845, 1.226, -1.296], [-2.642, -1.698, -0.330]], "nbo_charge": [2.6256, -0.6065, -0.6160, -0.5991, -0.5927, -0.6074, -0.5943, -0.5599, -0.5263, -0.2756, -0.5804, -0.7922, 0.7077, -0.4306, -0.0812, -0.2278, -0.4397, -0.2707, 0.2369, 0.4270, 0.2619, 0.1905, 0.5044, 0.4286, 0.4484, 0.1971, 0.2137, 0.2056, 0.1826, 0.1568, 0.1990, 0.3834, 0.1893, 0.2418]}

***

{"formula": "C5H6O2", "method": "ωB97M-V/def2-TZVPD", "lumo_ev": 0.865, "e_homo_ev": -9.66, "gap_ev": 10.526, "smiles": "O=C1CO[C@H]2C[C@@H]12", "symbols": ["O", "O", "C", "C", "C", "C", "C", "H", "H", "H", "H", "H", "H"], "xyz": [[0.654, -1.110, -0.719], [1.212, 2.010, 0.831], [-0.643, -0.577, -0.801], [0.760, 1.027, 0.290], [1.567, -0.198, -0.133], [-1.345, -0.525, 0.478], [-0.654, 0.749, -0.070], [-0.954, -0.972, 1.374], [2.036, -0.622, 0.765], [2.366, 0.021, -0.850], [-2.430, -0.422, 0.412], [-1.140, -0.825, -1.734], [-1.430, 1.445, 0.158]], "nbo_charge": [-0.5062, -0.5276, 0.1146, 0.5612, -0.1783, -0.3913, -0.4121, 0.2241, 0.2057, 0.2109, 0.2196, 0.2106, 0.2688]}

***

{"formula": "C7H7N3O2", "method": "ωB97M-V/def2-TZVPD", "lumo_ev": 0.436, "e_homo_ev": -8.43, "gap_ev": 8.864, "smiles": "O=C1NCc2cc(O)cnc2N1", "symbols": ["O", "O", "N", "N", "N", "C", "C", "C", "C", "C", "C", "C", "H", "H", "H", "H", "H", "H", "H"], "xyz": [[3.788, 0.468, -0.016], [-3.696, -0.616, -0.218], [-1.428, -1.104, 0.296], [-2.229, 1.074, -0.134], [0.805, -1.585, 0.056], [2.113, -1.281, -0.064], [-0.937, 1.707, 0.144], [2.482, 0.119, -0.088], [0.176, 0.707, 0.039], [-2.524, -0.270, -0.033], [-0.122, -0.620, 0.060], [1.535, 1.078, -0.023], [-0.723, 2.468, -0.655], [-1.476, -2.116, 0.241], [-0.844, 2.236, 1.192], [-3.147, 1.597, -0.087], [1.912, 2.056, 0.055], [2.810, -2.062, -0.244], [4.349, -0.335, -0.364]], "nbo_charge": [-0.6639, -0.6386, -0.6325, -0.6447, -0.4216, -0.0129, -0.2242, 0.2481, -0.0757, 0.7883, 0.3255, -0.2209, 0.2130, 0.4296, 0.1985, 0.4262, 0.2283, 0.1944, 0.4830]}

***

{"formula": "C2H2N3O2", "method": "ωB97M-V/def2-TZVPD", "lumo_ev": 3.668, "e_homo_ev": -3.72, "gap_ev": 7.387, "total_charge": -1, "symbols": ["O", "O", "N", "N", "N", "C", "C", "H", "H"], "xyz": [[-0.651, 1.746, -3.440], [-1.734, -1.138, 1.890], [0.204, 0.096, 1.161], [0.684, -1.350, 1.357], [0.594, 0.926, -1.633], [-0.630, -0.795, 1.534], [-0.124, 1.328, -2.484], [0.482, 0.610, -0.644], [1.175, -1.423, 2.260]], "nbo_charge": [-0.5917, -0.7038, -0.5740, -0.6311, -0.7643, 0.6919, 0.8214, 0.4630, 0.2887]}

***

{"formula": "C19H16Cl5LiNO2", "method": "ωB97M-V/def2-TZVPD", "lumo_ev": 2.604, "e_homo_ev": -5.48, "gap_ev": 8.085, "total_charge": -1, "symbols": ["Cl", "Cl", "Cl", "Cl", "Cl", "O", "O", "N", "C", "C", "C", "C", "C", "C", "C", "C", "C", "C", "C", "C", "C", "C", "C", "C", "C", "C", "C", "Li", "H", "H", "H", "H", "H", "H", "H", "H", "H", "H", "H", "H", "H", "H", "H", "H"], "xyz": [[11.365, 6.502, 4.777], [16.851, 5.863, 5.135], [17.253, 8.930, 4.617], [14.043, 4.626, 4.806], [14.666, 10.716, 3.868], [12.523, 12.123, 5.811], [8.176, 12.157, 4.506], [10.475, 11.755, 5.023], [5.954, 7.873, 5.374], [7.647, 8.270, 6.958], [15.479, 6.856, 4.815], [15.654, 8.260, 4.537], [8.163, 10.547, 7.847], [10.802, 13.758, 6.329], [5.450, 9.191, 5.515], [6.171, 10.026, 6.353], [9.370, 13.787, 5.807], [13.254, 8.470, 4.561], [9.248, 12.454, 5.047], [7.045, 7.443, 6.041], [11.342, 12.484, 5.769], [13.020, 7.106, 4.740], [4.220, 9.690, 4.772], [14.155, 6.303, 4.771], [14.513, 9.033, 4.393], [7.641, 6.078, 5.877], [7.274, 9.600, 7.094], [12.477, 10.409, 4.861], [7.240, 5.426, 5.058], [7.599, 11.472, 7.990], [9.091, 14.611, 5.157], [3.288, 9.633, 5.398], [8.722, 6.232, 5.721], [8.502, 7.927, 7.541], [4.062, 9.108, 3.847], [8.463, 10.071, 8.786], [11.449, 14.524, 5.928], [7.599, 5.537, 6.849], [4.393, 10.743, 4.520], [10.863, 13.828, 7.420], [5.902, 11.092, 6.342], [8.655, 13.850, 6.653], [9.035, 10.892, 7.263], [5.448, 7.291, 4.633]], "nbo_charge": [-0.0155, 0.0264, 0.0059, 0.0314, -0.0357, -0.7479, -0.6403, -0.6918, -0.2656, -0.2401, -0.1099, -0.0770, -0.6369, -0.5184, 0.0043, -0.2158, -0.5203, -0.4182, 0.6574, 0.0743, 0.6368, -0.0703, -0.6279, -0.1157, -0.1216, -0.6475, 0.0129, 0.8413, 0.2111, 0.2068, 0.2242, 0.2087, 0.2270, 0.1975, 0.2094, 0.2095, 0.2261, 0.2096, 0.2232, 0.2233, 0.2029, 0.2148, 0.2389, 0.1926]}

***

{"formula": "C26H64B3FO3PRbV", "method": "ωB97M-V/def2-TZVPD", "lumo_ev": [2.894, 2.893], "e_homo_ev": [0.73, -0.08], "gap_ev": [2.161, 2.975], "multiplicity": 4, "total_charge": -2, "symbols": ["Rb", "V", "P", "F", "O", "O", "O", "C", "C", "C", "C", "C", "C", "C", "C", "C", "C", "C", "C", "C", "C", "C", "C", "C", "C", "C", "C", "C", "C", "C", "C", "C", "C", "B", "B", "B", "H", "H", "H", "H", "H", "H", "H", "H", "H", "H", "H", "H", "H", "H", "H", "H", "H", "H", "H", "H", "H", "H", "H", "H", "H", "H", "H", "H", "H", "H", "H", "H", "H", "H", "H", "H", "H", "H", "H", "H", "H", "H", "H", "H", "H", "H", "H", "H", "H", "H", "H", "H", "H", "H", "H", "H", "H", "H", "H", "H", "H", "H", "H", "H"], "xyz": [[-26.072, 13.419, 3.319], [-26.351, 14.367, 7.920], [-28.002, 19.063, 7.489], [-27.404, 18.135, 3.035], [-27.253, 15.870, 9.180], [-24.170, 14.380, 8.181], [-27.058, 12.252, 7.890], [-27.531, 21.294, 11.135], [-23.871, 19.160, 3.153], [-23.234, 18.418, 8.048], [-29.239, 17.785, 7.105], [-31.059, 21.424, 4.609], [-24.054, 20.484, 2.725], [-27.253, 20.889, 9.636], [-31.602, 15.363, 8.979], [-26.309, 18.837, 2.866], [-27.007, 22.694, 11.467], [-26.401, 20.140, 2.364], [-27.294, 15.926, 10.612], [-25.037, 18.378, 3.339], [-31.020, 16.128, 7.775], [-23.805, 18.928, 6.754], [-29.431, 21.432, 6.662], [-28.257, 20.481, 6.301], [-25.182, 19.610, 6.760], [-25.315, 21.037, 2.366], [-29.425, 12.803, 8.088], [-23.417, 14.690, 9.332], [-26.282, 18.496, 6.974], [-30.840, 21.041, 6.124], [-28.311, 11.843, 8.456], [-30.403, 17.583, 8.128], [-28.031, 19.541, 9.228], [-26.916, 10.907, 4.462], [-23.942, 11.024, 6.449], [-26.535, 15.044, 5.836], [-24.142, 14.950, 10.103], [-31.162, 22.480, 4.359], [-23.034, 19.535, 6.281], [-26.995, 20.607, 11.790], [-22.208, 18.050, 8.019], [-27.432, 11.660, 5.036], [-27.494, 21.714, 8.966], [-26.801, 15.501, 4.896], [-25.201, 20.247, 7.644], [-26.166, 20.939, 9.696], [-29.324, 13.690, 8.714], [-28.616, 16.895, 7.194], [-31.141, 20.030, 6.398], [-27.268, 20.418, 1.783], [-23.823, 18.006, 6.173], [-24.862, 17.382, 3.717], [-30.228, 20.968, 4.071], [-27.655, 23.446, 11.017], [-28.611, 21.225, 11.262], [-26.789, 22.827, 12.526], [-28.465, 20.148, 5.284], [-25.354, 22.037, 1.960], [-32.331, 15.980, 9.505], [-25.954, 14.148, 5.681], [-23.880, 17.715, 8.573], [-28.461, 10.872, 7.985], [-30.423, 15.467, 7.147], [-30.055, 17.490, 9.157], [-28.135, 15.375, 11.035], [-22.918, 18.789, 3.501], [-25.367, 20.224, 5.879], [-29.215, 22.410, 6.233], [-27.290, 20.983, 6.316], [-31.585, 21.641, 6.645], [-22.648, 13.967, 9.607], [-29.440, 12.994, 7.015], [-26.000, 15.715, 6.490], [-24.667, 11.768, 6.158], [-23.246, 19.315, 8.668], [-29.555, 21.634, 7.726], [-23.238, 21.164, 2.534], [-22.973, 11.498, 6.467], [-22.696, 15.468, 9.083], [-31.153, 18.350, 7.940], [-27.264, 9.907, 4.667], [-28.253, 11.611, 9.519], [-30.363, 12.349, 8.408], [-24.145, 10.734, 7.468], [-25.962, 22.707, 11.159], [-27.428, 16.932, 11.008], [-31.978, 20.911, 4.325], [-27.192, 11.034, 3.426], [-25.847, 10.988, 4.586], [-24.017, 10.155, 5.814], [-32.065, 14.419, 8.691], [-30.895, 14.969, 9.709], [-29.525, 17.895, 6.059], [-31.935, 16.295, 7.208], [-26.099, 17.844, 7.828], [-27.474, 14.780, 6.297], [-27.623, 18.626, 9.655], [-29.079, 19.549, 9.528], [-26.380, 15.489, 11.014], [-26.409, 17.898, 6.072]], "lowdin_spin": [0.0053, 2.7499, 0.0004, 0.0009, 0.0585, 0.0317, 0.0282, 0.0000, 0.0001, 0.0001, 0.0007, 0.0000, 0.0000, 0.0000, 0.0002, 0.0002, 0.0000, 0.0000, 0.0110, 0.0004, 0.0002, 0.0002, 0.0000, 0.0002, 0.0000, 0.0000, 0.0056, 0.0077, 0.0019, 0.0000, 0.0064, 0.0001, 0.0003, 0.0001, 0.0003, 0.0467, 0.0018, 0.0000, 0.0000, 0.0000, 0.0000, -0.0001, 0.0000, 0.0092, 0.0000, 0.0000, 0.0024, 0.0009, 0.0000, 0.0000, 0.0002, 0.0004, 0.0000, 0.0000, 0.0000, 0.0000, 0.0000, 0.0000, 0.0000, 0.0068, 0.0000, -0.0006, 0.0005, 0.0000, 0.0011, 0.0000, 0.0000, 0.0000, 0.0000, 0.0000, 0.0011, 0.0008, 0.0051, 0.0003, 0.0000, 0.0000, 0.0000, 0.0000, 0.0001, 0.0001, 0.0000, 0.0010, 0.0003, 0.0000, 0.0000, -0.0001, 0.0000, 0.0000, 0.0000, 0.0000, 0.0000, 0.0001, 0.0001, 0.0000, 0.0009, 0.0062, 0.0001, 0.0000, 0.0024, 0.0010]}

***

The evaluated energy for the records listed, in turn: -1493.45982; -344.52927; -585.71290; -392.16639; -3247.48103; -2738.10581 a.u..